Record 1
This record from the OMol25 dataset describes a molecular structure, C13H4BBr4F4NO6Ta. The level of theory is wB97M-V/def2-TZVPD.

Element x y z (Å)
Ta (-0.942, 1.230, -1.323)
Br (-4.158, 3.073, 4.558)
C (-3.739, 2.313, 2.907)
C (-4.578, 1.263, 2.382)
Br (-6.082, 0.739, 3.297)
C (-4.286, 0.606, 1.139)
Br (-5.282, -0.772, 0.401)
C (-3.183, 1.084, 0.544)
O (-2.672, 0.821, -0.662)
C (-2.339, 2.175, 0.989)
O (-1.386, 2.492, 0.158)
C (-2.635, 2.787, 2.225)
Br (-1.524, 4.149, 2.805)
O (2.872, 2.285, -2.058)
C (2.258, 1.295, -1.926)
O (0.784, 1.401, -2.071)
C (2.690, -0.065, -1.592)
C (3.864, -0.202, -0.850)
C (4.268, -1.458, -0.427)
C (3.516, -2.580, -0.748)
C (2.378, -2.413, -1.511)
C (1.950, -1.182, -1.948)
N (1.565, -3.595, -1.867)
O (2.041, -4.685, -1.662)
O (0.462, -3.385, -2.336)
H (4.438, 0.680, -0.600)
H (5.174, -1.567, 0.152)
H (3.799, -3.570, -0.421)
H (1.078, -1.132, -2.578)
F (0.478, 0.899, 0.326)
B (-0.041, -0.418, 0.729)
F (-1.042, -0.310, 1.621)
F (-0.647, -0.669, -0.669)
F (0.919, -1.289, 1.016)

The total energy comes out at -320584.047 eV. Its energy relative to the best compared isomer or geometry (same formula, charge and spin) is 0.0 kJ/mol. The max |F| comes out at 0.083 hartree/bohr. Its total charge is +1. The value obtained for the lowest unoccupied orbital energy (spin up / spin down) is -6.73 / -6.73 eV.

=====

Record 2
This record from the OMol25 dataset describes a molecular structure, C13H4F6MoN6O12S2. The level of theory is wB97M-V/def2-TZVPD.

Element x y z (Å)
Mo (0.547, -0.553, 0.204)
F (-0.253, 0.062, -3.179)
C (-0.939, -1.051, -3.442)
F (-2.179, -0.932, -3.043)
F (-0.861, -1.356, -4.707)
S (-0.131, -2.421, -2.465)
O (-0.228, -1.937, -1.010)
O (-0.804, -3.629, -2.691)
N (1.375, -2.333, -2.876)
S (2.481, -1.960, -1.851)
O (2.951, -2.942, -0.948)
O (2.022, -0.670, -1.107)
C (3.833, -1.254, -2.944)
F (4.254, -2.226, -3.709)
F (4.771, -0.828, -2.131)
F (3.313, -0.273, -3.640)
O (1.947, 3.085, 1.094)
C (1.052, 2.361, 0.904)
O (1.300, 0.917, 0.935)
C (-0.386, 2.637, 0.716)
C (-0.893, 3.852, 1.161)
C (-2.245, 4.092, 1.016)
C (-3.118, 3.188, 0.443)
C (-2.613, 1.980, 0.004)
C (-1.250, 1.714, 0.115)
O (-0.708, 0.592, -0.429)
N (-3.516, 0.964, -0.567)
O (-4.475, 1.362, -1.167)
O (-3.199, -0.195, -0.366)
N (-2.791, 5.393, 1.512)
O (-1.994, 6.138, 2.027)
O (-3.974, 5.562, 1.360)
H (-0.254, 4.597, 1.618)
H (-4.172, 3.419, 0.349)
N (2.581, -3.292, 2.667)
C (1.556, -2.547, 2.359)
O (1.610, -1.802, 1.293)
C (0.343, -2.538, 3.162)
C (-0.501, -1.688, 2.545)
N (-0.768, -0.925, 1.685)
C (0.188, -3.340, 4.317)
N (0.159, -4.044, 5.224)
H (3.398, -3.301, 2.070)
H (2.571, -3.880, 3.493)

The total energy comes out at -86860.964 eV. Its energy relative to the best compared isomer or geometry (same formula, charge and spin) is 0.0 kJ/mol. The max |F| comes out at 0.011 hartree/bohr. Its total charge is +2. The value obtained for the lowest unoccupied orbital energy is -10.70 eV.

=====

Record 3
This record from the OMol25 dataset describes a molecular structure, C13H52Fe2O21S2. The level of theory is wB97M-V/def2-TZVPD.

Element x y z (Å)
Fe (-0.335, 0.075, 0.049)
Fe (4.053, 1.149, -1.514)
S (2.663, -0.767, 0.877)
O (3.373, 0.077, -0.084)
O (3.028, -2.163, 0.735)
O (2.878, -0.322, 2.191)
O (1.256, -0.593, 0.723)
S (0.813, 1.106, -2.194)
O (0.110, 1.548, -3.413)
O (0.281, 1.663, -0.979)
O (0.317, -0.154, -1.698)
O (2.277, 1.281, -2.191)
C (-0.261, 1.789, 2.923)
O (-0.712, 1.596, 1.574)
H (-1.141, 2.210, 3.409)
H (-0.071, 0.808, 3.358)
H (0.519, 2.544, 3.032)
H (-1.049, 2.451, 1.295)
C (-2.824, 0.770, -1.883)
O (-2.356, 0.455, -0.551)
H (-3.850, 0.444, -2.049)
H (-2.722, 1.850, -1.989)
H (-2.118, 0.352, -2.600)
H (-3.092, 0.521, 0.062)
C (1.516, -5.382, 0.553)
O (1.190, -4.045, 0.507)
H (2.603, -5.344, 0.475)
H (1.119, -5.802, 1.477)
H (1.089, -6.001, -0.236)
H (1.997, -3.551, 0.670)
C (2.012, 3.744, -4.562)
O (0.798, 3.902, -3.909)
H (2.302, 4.731, -4.924)
H (2.783, 3.524, -3.824)
H (1.915, 2.984, -5.337)
H (0.427, 3.025, -3.790)
C (-2.212, 4.661, 0.523)
O (-0.931, 4.017, 0.436)
H (-2.810, 4.258, 1.340)
H (-2.132, 5.744, 0.433)
H (-2.758, 4.382, -0.379)
H (-0.474, 4.592, -0.182)
C (2.876, 1.639, 4.727)
O (2.016, 0.487, 4.497)
H (2.438, 2.122, 5.601)
H (3.940, 1.536, 4.936)
H (2.779, 2.399, 3.951)
H (2.265, 0.157, 3.630)
C (-4.168, -2.901, 1.882)
O (-3.994, -1.634, 1.329)
H (-4.012, -2.937, 2.960)
H (-5.142, -3.287, 1.583)
H (-3.478, -3.584, 1.386)
H (-4.874, -1.345, 1.078)
C (-1.724, -2.894, -1.234)
O (-0.784, -2.120, -0.515)
H (-2.242, -3.598, -0.583)
H (-2.288, -2.332, -1.978)
H (-1.111, -3.515, -1.886)
H (-0.097, -2.742, -0.262)
C (-0.634, -1.999, -5.117)
O (-1.186, -3.238, -4.750)
H (-1.283, -1.515, -5.846)
H (-0.698, -1.464, -4.169)
H (0.377, -1.955, -5.520)
H (-2.122, -3.159, -4.945)
C (5.240, -3.695, -1.120)
O (4.206, -2.813, -1.423)
H (4.869, -4.715, -1.220)
H (6.017, -3.499, -1.859)
H (5.654, -3.487, -0.134)
H (3.694, -2.642, -0.629)
C (3.148, 2.990, 0.916)
O (3.485, 2.985, -0.493)
H (3.702, 3.686, 1.546)
H (2.086, 3.222, 0.996)
H (3.250, 1.952, 1.231)
H (3.642, 3.922, -0.630)
C (-4.929, 2.297, 1.179)
O (-3.942, 1.304, 1.494)
H (-4.749, 2.622, 0.154)
H (-5.957, 1.982, 1.354)
H (-4.919, 3.255, 1.699)
H (-4.087, 1.055, 2.409)
C (-0.853, -1.859, 2.733)
O (-1.484, -1.030, 1.884)
H (-0.679, -2.775, 2.169)
H (0.124, -1.606, 3.145)
H (-1.439, -2.115, 3.615)
H (-2.410, -1.285, 1.877)

Its multiplicity is 11. The expectation value of S² is 30.0285. The total energy comes out at -147741.781 eV. Its energy relative to the best compared isomer or geometry (same formula, charge and spin) is 194.5 kJ/mol. The max |F| comes out at 0.174 hartree/bohr. Its total charge is +2. The value obtained for the lowest unoccupied orbital energy (spin up / spin down) is -8.58 / -11.22 eV.

=====

Record 4
This record from the OMol25 dataset describes 19 unconnected molecules or ions with the total composition C13H55F10N2O21S3. The level of theory is wB97M-V/def2-TZVPD.

Element x y z (Å)
O (0.279, -1.696, 1.647)
S (1.348, -1.114, 0.884)
O (2.599, -1.822, 0.996)
C (1.741, 0.608, 1.272)
C (1.827, 1.468, 0.000)
N (2.576, 2.647, 0.354)
C (3.087, 3.429, -0.781)
C (2.090, 4.359, -1.471)
C (1.058, 3.637, -2.370)
S (-0.616, 4.329, -2.247)
C (1.943, 3.446, 1.375)
C (1.449, 2.653, 2.586)
N (0.883, 1.278, 2.290)
S (1.130, 0.402, 3.891)
C (-0.607, 1.276, 2.001)
C (-1.212, 2.485, 1.273)
O (-1.607, 3.458, 2.206)
C (-2.478, 1.963, 0.567)
F (-3.339, 1.432, 1.434)
F (-2.180, 1.058, -0.373)
F (-3.102, 2.986, -0.040)
C (0.847, -1.298, -0.910)
F (1.941, -1.201, -1.658)
F (-0.046, -0.362, -1.258)
C (0.188, -2.714, -1.168)
F (0.489, -3.019, -2.443)
F (0.708, -3.656, -0.386)
C (-1.373, -2.706, -1.084)
F (-1.769, -3.989, -1.001)
F (-1.841, -2.062, -0.032)
F (-1.887, -2.194, -2.196)
H (2.758, 0.593, 1.670)
H (0.813, 1.662, -0.371)
H (2.373, 0.936, -0.778)
H (3.947, 4.016, -0.457)
H (3.460, 2.715, -1.519)
H (2.665, 5.036, -2.104)
H (1.564, 5.003, -0.769)
H (1.322, 3.797, -3.415)
H (1.042, 2.560, -2.217)
H (-0.623, 4.871, -1.015)
H (1.126, 4.084, 1.007)
H (2.693, 4.139, 1.763)
H (0.714, 3.186, 3.182)
H (2.302, 2.466, 3.242)
H (0.082, -0.442, 3.848)
H (-0.888, 0.368, 1.474)
H (-1.099, 1.246, 2.971)
H (-0.600, 2.899, 0.471)
H (-1.443, 4.329, 1.827)
O (-4.876, -3.676, -3.420)
H (-4.133, -3.069, -3.511)
H (-4.493, -4.482, -3.046)
O (5.222, 5.532, 0.650)
H (6.138, 5.697, 0.401)
H (5.263, 5.364, 1.596)
O (-6.186, 0.887, 0.282)
H (-5.994, 0.076, -0.209)
H (-5.417, 1.442, 0.122)
O (-6.629, 0.449, -2.739)
H (-6.946, 0.773, -1.887)
H (-7.111, -0.374, -2.878)
O (-6.327, -1.688, 1.812)
H (-6.853, -2.293, 1.275)
H (-6.544, -0.822, 1.453)
O (5.277, -3.395, 0.289)
H (4.529, -2.811, 0.442)
H (4.936, -4.060, -0.318)
O (-1.660, -1.587, -5.290)
H (-0.760, -1.496, -5.618)
H (-1.559, -1.851, -4.372)
O (-5.090, -4.351, -6.585)
H (-5.009, -4.116, -5.653)
H (-6.037, -4.415, -6.736)
O (-3.294, 5.654, -1.460)
H (-3.827, 5.030, -0.958)
H (-3.856, 6.430, -1.556)
O (-6.738, -3.074, -0.760)
H (-6.002, -3.328, -1.329)
H (-7.218, -3.898, -0.629)
O (-4.405, -5.427, -0.789)
H (-3.653, -4.826, -0.824)
H (-4.028, -6.229, -0.412)
O (0.958, 0.080, 6.647)
H (0.458, 0.612, 7.278)
H (0.832, -0.819, 6.974)
O (2.276, -4.529, 2.396)
H (1.657, -5.049, 1.875)
H (2.197, -3.630, 2.059)
O (7.737, -5.691, 0.659)
H (7.259, -6.344, 1.179)
H (7.106, -4.976, 0.525)
O (-0.330, 4.940, -5.420)
H (-0.954, 4.418, -5.934)
H (-0.449, 5.840, -5.738)
O (10.078, -6.095, -1.203)
H (9.495, -5.579, -0.633)
H (10.080, -6.967, -0.799)
O (5.035, 0.404, 0.760)
H (5.845, 0.200, 0.280)
H (4.595, -0.452, 0.829)
O (0.714, -0.288, 9.354)
H (1.632, -0.094, 9.134)
H (0.728, -0.590, 10.267)

The total energy comes out at -120023.221 eV. Its energy relative to the best compared isomer or geometry (same formula, charge and spin) is 0.0 kJ/mol. The max |F| comes out at 0.049 hartree/bohr. Its total charge is +1. The value obtained for the lowest unoccupied orbital energy is -3.45 eV.

=====

Record 5
This record from the OMol25 dataset describes a molecular structure, C13H57F3N11O18Y. The level of theory is wB97M-V/def2-TZVPD.

Element x y z (Å)
Y (-4.688, -1.064, 1.279)
C (-1.558, -0.007, -0.376)
O (-0.709, -0.369, 0.704)
O (-2.770, -0.580, -0.120)
C (-1.431, 1.522, -0.711)
F (-1.970, 2.285, 0.260)
F (-0.217, 2.025, -0.902)
F (-2.125, 1.717, -1.863)
C (0.705, -0.375, 0.535)
C (1.282, -0.160, 1.945)
H (1.054, -0.982, 2.630)
H (2.365, -0.091, 1.874)
H (0.779, 0.667, 2.446)
H (1.188, 0.417, -0.041)
H (1.003, -1.350, 0.138)
H (-1.108, -0.483, -1.258)
C (-2.042, -4.676, -2.348)
C (-1.198, -4.522, -3.600)
C (-0.270, -3.323, -3.638)
O (-0.972, -2.100, -3.749)
C (-0.088, -0.993, -3.842)
N (-0.374, -5.711, -3.720)
H (-2.393, -5.680, -2.133)
H (-2.889, -3.983, -2.434)
H (-1.396, -4.287, -1.553)
H (-1.812, -4.498, -4.509)
H (0.390, -3.416, -4.508)
H (0.406, -3.364, -2.771)
H (0.596, -0.948, -4.693)
H (0.553, -0.922, -2.956)
H (-0.717, -0.105, -3.880)
H (0.562, -5.466, -4.018)
H (-0.745, -6.414, -4.341)
O (-4.827, -2.577, -0.538)
H (-5.341, -3.394, -0.626)
H (-4.315, -2.505, -1.376)
O (1.825, 1.732, 5.122)
H (1.864, 2.689, 5.012)
H (1.363, 1.600, 5.958)
O (-4.168, 1.092, 1.893)
H (-4.441, 1.927, 1.404)
H (-3.450, 1.380, 2.506)
O (5.071, 2.817, 2.158)
H (4.926, 3.759, 2.287)
H (4.555, 2.393, 2.851)
O (-0.463, 4.391, 1.473)
H (-1.116, 3.855, 0.997)
H (-0.934, 4.756, 2.228)
O (-1.805, 1.855, 3.309)
H (-0.882, 1.581, 3.386)
H (-1.938, 2.474, 4.037)
O (3.606, -0.453, 5.044)
H (3.455, -1.061, 4.305)
H (2.968, 0.268, 4.923)
O (-4.781, 3.358, 0.487)
H (-4.906, 4.168, 0.994)
H (-4.209, 3.625, -0.259)
O (-3.856, -1.350, -3.218)
H (-3.280, -0.958, -2.545)
H (-4.638, -0.785, -3.238)
O (3.541, -3.241, -0.103)
H (3.703, -2.790, 0.738)
H (3.461, -2.531, -0.749)
C (2.184, 5.212, -0.786)
O (2.882, 5.544, -1.741)
N (2.053, 3.932, -0.366)
N (1.476, 6.090, -0.043)
H (2.506, 3.126, -0.758)
H (1.342, 3.739, 0.317)
H (0.941, 5.747, 0.741)
H (1.362, 7.057, -0.278)
C (-2.027, -3.504, 2.051)
O (-3.146, -3.125, 1.608)
N (-0.875, -2.946, 1.664)
N (-1.906, -4.495, 2.938)
H (-0.947, -2.158, 1.028)
H (-0.015, -3.462, 1.690)
H (-2.725, -5.002, 3.224)
H (-0.962, -4.740, 3.172)
C (-3.860, 4.728, -2.595)
O (-3.625, 5.029, -1.404)
N (-3.202, 3.779, -3.287)
N (-4.812, 5.377, -3.294)
H (-2.538, 3.199, -2.802)
H (-3.579, 3.463, -4.161)
H (-5.405, 6.009, -2.787)
H (-4.979, 4.996, -4.206)
C (3.718, -3.486, 3.233)
O (3.666, -2.345, 2.769)
N (2.736, -4.400, 3.032)
N (4.762, -4.004, 3.940)
H (2.744, -5.242, 3.577)
H (2.061, -4.310, 2.300)
H (5.647, -3.547, 4.068)
H (4.617, -4.853, 4.454)
C (4.399, 1.612, -1.680)
O (3.277, 1.119, -1.493)
N (5.189, 2.059, -0.661)
N (5.026, 1.678, -2.882)
H (4.778, 2.135, 0.254)
H (6.169, 2.208, -0.789)
H (4.690, 0.963, -3.510)
H (5.978, 1.980, -2.841)

The total energy comes out at -76840.043 eV. Its energy relative to the best compared isomer or geometry (same formula, charge and spin) is 0.0 kJ/mol. The max |F| comes out at 0.123 hartree/bohr. Its total charge is +2. The value obtained for the lowest unoccupied orbital energy is -8.17 eV.

=====

Record 6
This record from the OMol25 dataset describes a molecular structure, C13H6AuBrN2O6. The level of theory is wB97M-V/def2-TZVPD.

Element x y z (Å)
Au (0.427, -0.021, 0.046)
O (-0.347, -3.894, 1.640)
C (0.080, -2.831, 1.221)
O (-0.632, -1.858, 0.742)
C (1.566, -2.538, 1.225)
C (2.522, -3.417, 1.685)
C (3.856, -3.024, 1.632)
C (4.190, -1.776, 1.126)
C (3.177, -0.949, 0.683)
N (1.908, -1.344, 0.742)
C (3.412, 0.439, 0.108)
O (4.552, 0.854, 0.029)
O (2.332, 1.060, -0.252)
H (2.205, -4.376, 2.069)
H (4.632, -3.691, 1.986)
H (5.209, -1.421, 1.063)
Br (-3.458, -2.512, 0.779)
C (-3.713, -0.835, 0.036)
C (-5.057, -0.450, -0.246)
C (-5.266, 0.792, -0.797)
C (-4.166, 1.596, -1.047)
C (-2.860, 1.108, -0.724)
N (-2.652, -0.081, -0.195)
C (-1.685, 2.031, -1.018)
O (-1.976, 3.114, -1.508)
O (-0.516, 1.616, -0.739)
H (-5.872, -1.126, -0.026)
H (-6.268, 1.128, -1.029)
H (-4.248, 2.584, -1.479)

Its multiplicity is 3. The expectation value of S² is 2.0284. The total energy comes out at -102574.555 eV. The max |F| comes out at 0.029 hartree/bohr. Its total charge is 0. The value obtained for the lowest unoccupied orbital energy (spin up / spin down) is -1.74 / -5.69 eV.